Entry 1:
Below is a molecular structure, C33H32CrN4O2S2Se2 at a distorted geometry, with properties calculated with wB97M-V/def2-TZVPD.

Properties
Highest occupied orbital energy (spin up / spin down) (eV): -13.26 / -13.26
ΔE to the lowest compared entry with this formula, charge and spin (kcal per mole): 0.00
Net charge: +2
Frontier orbital gap (spin up / spin down) (eV): 8.06 / 7.89
Lowest unoccupied orbital energy (spin up / spin down) (hartree): -0.1913 / -0.1973
2S+1: 5

Geometry (Å):
1 Se -1.63247 -3.73465 1.67998
2 Se -1.82687 -1.90031 3.02023
3 Cr 0.20798 -1.21708 0.27522
4 S 0.88955 0.69785 -2.31822
5 S 0.92230 1.02696 2.75294
6 O 0.00164 0.27309 -1.16953
7 O 0.09174 0.23452 1.76389
8 N 0.95301 -2.66031 1.42285
9 N 2.28477 -3.67953 -2.39421
10 N 0.79918 -2.49256 -1.24550
11 N -2.32066 -0.80409 0.49928
12 C 1.42115 2.59818 0.46924
13 C 2.32275 2.67155 -0.76858
14 C -1.92276 3.92428 2.79966
15 C 0.23493 4.12750 -4.34006
16 C -4.01188 1.21705 1.37696
17 C 0.11748 3.00967 4.45247
18 C 2.28697 -2.69080 1.60253
19 C -3.47952 0.31043 2.27567
20 C -1.66316 4.55309 4.00645
21 C 0.92645 -5.03444 1.77018
22 C -1.67027 3.78319 -2.91258
23 C 2.30508 -5.06245 1.86384
24 C 2.10555 1.95922 1.67034
25 C 0.28698 -3.81412 1.59217
26 C 0.81113 2.96687 -3.85559
27 C -1.09788 2.62499 -2.41384
28 C 0.17048 -3.62230 -1.73832
29 C 2.04539 -2.57118 -1.67034
30 C 0.77908 -5.59260 -3.06658
31 C -0.13205 2.40647 3.22967
32 C -0.52103 -6.02325 -2.90691
33 C -1.46631 -5.26619 -2.20651
34 C 2.43693 1.34934 -1.50787
35 C -3.70748 1.07854 0.02879
36 C 2.99336 -3.85059 1.83158
37 C -2.62247 -0.66247 1.78247
38 C -1.15118 -4.04964 -1.63805
39 C 1.11124 -4.39021 -2.45885
40 C -1.15828 2.83809 2.40888
41 C -0.65518 4.09164 4.83967
42 C 0.14771 2.24184 -2.87709
43 C -1.00113 4.53834 -3.86333
44 C -2.88696 0.03423 -0.36517
45 H 3.16297 1.42894 -2.31636
46 H 1.09081 3.60679 0.72686
47 H -2.64240 4.09441 -2.56766
48 H -0.82453 -6.95530 -3.35118
49 H 0.32995 -5.93031 1.85273
50 H 0.53312 2.01353 0.21229
51 H -2.71960 4.28107 2.16595
52 H 1.76680 2.62875 -4.22647
53 H 4.05906 -3.80491 1.98474
54 H 2.79742 -1.73439 1.55791
55 H 2.79924 -1.82404 -1.50164
56 H -4.10989 1.76465 -0.69827
57 H 2.83137 -5.99398 1.99214
58 H 2.83725 1.20746 1.37323
59 H 3.15873 -3.94727 -2.82059
60 H -0.47725 4.57163 5.78968
61 H 0.74770 4.70533 -5.09250
62 H 2.73376 0.54171 -0.83265
63 H 1.49575 -6.14666 -3.65193
64 H -4.65983 2.00574 1.72249
65 H -2.25516 5.40496 4.30180
66 H -3.69604 0.34388 3.33548
67 H -2.67045 -0.16390 -1.40668
68 H -1.60515 2.02069 -1.67684
69 H -1.36063 2.32431 1.48177
70 H 2.60633 2.68733 2.30604
71 H 3.32479 2.99507 -0.47285
72 H 0.90559 2.63511 5.08771
73 H -1.89314 -3.42655 -1.16263
74 H -2.47235 -5.64298 -2.11953
75 H -1.44566 5.44526 -4.23988
76 H 1.92617 3.42552 -1.45099


Entry 2:
Below is a molecular structure, C33H32FeN6O5P2 at a distorted geometry, with properties calculated with wB97M-V/def2-TZVPD.

Properties
Highest occupied orbital energy (spin up / spin down) (eV): -4.28 / -4.29
ΔE to the lowest compared entry with this formula, charge and spin (kcal per mole): 38.92
Net charge: -1
Frontier orbital gap (spin up / spin down) (eV): 6.33 / 5.20
Lowest unoccupied orbital energy (spin up / spin down) (hartree): 0.0750 / 0.0335
2S+1: 2

Geometry (Å):
1 Fe -1.28868 1.58533 0.96518
2 P -0.48622 -0.92712 -1.86035
3 P -0.47430 -0.54431 1.20090
4 O -3.27120 0.11214 -0.57893
5 O -1.79066 5.66247 1.14318
6 O -2.21227 1.69753 -1.72972
7 O -2.87012 1.58646 2.14555
8 O -4.98170 2.32796 2.17674
9 N 2.66612 2.07900 -0.41108
10 N -0.32498 2.83114 2.47466
11 N -0.55842 -1.55018 -0.22273
12 N -1.98330 3.40549 0.63018
13 N 0.54974 1.54101 -0.11477
14 N 5.11696 2.41897 -0.21562
15 C 3.56910 -1.54921 1.33436
16 C 0.89563 -3.44086 -2.02721
17 C 1.98109 0.79726 1.73309
18 C -2.71015 -2.03505 4.21844
19 C -3.12860 1.41169 -2.77233
20 C 2.87940 2.22974 -2.91204
21 C -3.43238 3.37132 0.66053
22 C 0.05154 -2.50827 -4.06388
23 C 1.37934 -4.53648 -2.73075
24 C 4.16513 -0.38556 1.87153
25 C -1.72461 -2.47971 -0.20228
26 C -0.95252 -3.64695 3.91350
27 C 2.17219 -1.60568 1.16366
28 C 0.54586 -3.59198 -4.77345
29 C 2.83426 1.01650 -3.44656
30 C -1.04156 -1.68433 2.51329
31 C 1.94214 -0.02838 -2.92327
32 C 0.93169 0.24679 -2.08472
33 C 0.24056 -2.40682 -2.68552
34 C -0.07235 4.12201 1.79314
35 C 3.42949 0.72513 2.10691
36 C 1.21479 -4.61045 -4.10628
37 C 2.05724 2.49603 -1.68548
38 C -2.38773 0.94729 -0.54080
39 C -0.42886 -2.88213 2.88658
40 C 0.76636 1.67610 -1.57538
41 C -2.18775 -1.26163 3.18469
42 C 3.97990 2.22819 -0.24938
43 C 1.35555 -0.55122 1.43910
44 C 1.70073 1.55225 0.43550
45 C -3.83895 2.35473 1.74118
46 C -2.09659 -3.22084 4.58290
47 C -1.38766 4.49038 1.09582
48 H 1.72949 -2.52358 0.80272
49 H 0.45903 -3.22448 2.37158
50 H 0.18712 4.92694 2.48228
51 H -1.52476 -3.30253 0.48270
52 H 3.55470 2.99423 -3.27141
53 H -2.67175 -0.33268 2.88861
54 H -0.10351 2.15490 -2.02011
55 H 0.39718 -3.64946 -5.84464
56 H -2.64899 -1.96846 0.06850
57 H -0.49087 -1.72353 -4.58142
58 H 5.22366 -0.38204 2.09958
59 H 4.17665 -2.41190 1.09789
60 H 0.41378 2.64388 3.14251
61 H 0.74733 3.99253 1.08077
62 H 3.88553 1.60450 2.54379
63 H -1.18612 2.90276 3.01596
64 H -0.47160 -4.57577 4.19559
65 H 1.88451 -5.33567 -2.20191
66 H 1.42435 1.29639 2.52002
67 H -3.60318 -1.70050 4.73103
68 H 1.83408 3.55748 -1.56044
69 H -3.85924 4.34359 0.90965
70 H -2.95921 2.15828 -3.54898
71 H -3.85998 3.05128 -0.29377
72 H -2.96531 0.40794 -3.17659
73 H -1.85733 -2.90995 -1.19647
74 H 1.00702 -3.38522 -0.95273
75 H 2.08029 -1.02769 -3.31224
76 H 3.47471 0.76816 -4.28475
77 H -2.50494 -3.82020 5.38777
78 H 1.59291 -5.46382 -4.65523
79 H -4.15881 1.46891 -2.41834


Entry 3:
Below is a molecular structure, C33H32I2N4O3S4Zr at a distorted geometry, with properties calculated with wB97M-V/def2-TZVPD.

Properties
Highest occupied orbital energy (eV): -12.09
ΔE to the lowest compared entry with this formula, charge and spin (kcal per mole): 12.03
Net charge: +2
Frontier orbital gap (eV): 6.20
Lowest unoccupied orbital energy (hartree): -0.2162
2S+1: 1

Geometry (Å):
1 I -2.86061 -4.55079 0.95343
2 I 1.78375 -8.30776 0.50373
3 Zr 0.84738 -1.04322 0.48035
4 S 3.33684 -0.28273 2.03904
5 S 0.74180 -2.13941 3.19506
6 S -1.62966 -0.11565 1.59132
7 S 0.81660 1.05104 2.74915
8 O 0.83201 -1.55783 -1.36510
9 O -5.23012 4.19788 -2.73489
10 O -0.47430 -2.47045 0.75484
11 N 0.27218 2.32214 -5.29265
12 N 2.20672 -2.80792 0.47326
13 N -0.49264 3.28344 -5.42677
14 N 0.88878 0.96813 -0.61573
15 C 0.31059 0.01912 -4.63533
16 C -2.44047 2.34006 -4.20033
17 C 0.00634 -3.72093 0.66940
18 C 1.06818 -6.33847 0.55944
19 C 0.47006 -0.96872 -3.66658
20 C -0.27303 -6.13396 0.73462
21 C 1.40576 -3.92729 0.52746
22 C 0.64296 3.05320 -2.49989
23 C 2.07229 -1.52555 4.27471
24 C 0.67555 0.70716 -1.95978
25 C 0.84966 3.31233 -1.16205
26 C -0.80023 -4.83467 0.77174
27 C -6.05307 3.15629 -2.23221
28 C 0.95496 2.25550 -0.26988
29 C 1.94535 -5.23440 0.42463
30 C 3.49384 -2.95625 0.20463
31 C -3.63742 2.56634 -3.54845
32 C -1.69799 3.40746 -4.71312
33 C 4.09221 -4.20453 0.04264
34 C 0.51764 1.73167 -2.93093
35 C -4.09689 3.87552 -3.37187
36 C 0.65286 -0.64041 -2.34114
37 C -1.89920 -1.19568 3.04094
38 C 3.48780 1.38462 2.77872
39 C 3.32840 -5.33513 0.17400
40 C 2.23336 1.92166 3.47659
41 C -3.37097 4.94326 -3.91358
42 C 3.36625 -1.40888 3.47864
43 C -0.73800 -1.42724 4.00172
44 C -1.77406 1.57866 2.26387
45 C 0.29387 1.36002 -4.29727
46 C -0.65307 2.00846 3.21449
47 C -2.20487 4.70778 -4.59952
48 H -1.06103 -2.14162 4.75912
49 H -3.77326 5.94209 -3.81102
50 H 1.76465 -0.57195 4.69822
51 H 4.33976 1.35418 3.45497
52 H 4.18103 -1.07507 4.12055
53 H 3.75577 2.00736 1.92630
54 H -2.11656 1.32257 -4.37328
55 H -0.89892 1.78676 4.25182
56 H -0.44539 3.07404 3.12393
57 H 1.12444 2.46495 0.77399
58 H 3.64220 -2.37653 3.05773
59 H 2.25259 1.72959 4.54808
60 H -0.94195 -6.97706 0.83681
61 H 5.14764 -4.26806 -0.17797
62 H -2.74799 1.64987 2.74432
63 H 4.08599 -2.05311 0.12344
64 H -5.51438 2.54315 -1.50485
65 H -6.42676 2.52314 -3.03913
66 H 0.17875 -0.25011 -5.67463
67 H 0.46172 -2.01588 -3.94094
68 H -1.65535 5.51812 -5.06111
69 H 2.21715 -2.23874 5.08603
70 H -4.22691 1.72486 -3.21296
71 H -2.74385 -0.77566 3.58788
72 H 0.60417 3.86913 -3.20979
73 H -2.22057 -2.13515 2.59554
74 H 3.77838 -6.31378 0.07117
75 H -6.88798 3.64738 -1.74309
76 H 0.94355 4.32627 -0.80181
77 H -0.42652 -0.51214 4.49948
78 H 2.13128 2.99501 3.31933
79 H -1.78909 2.20248 1.37057


Question: The lowest ΔE to the lowest compared entry with this formula, charge and spin belongs to which entry?
Answer: C33H32CrN4O2S2Se2


Question: net charge of number 1 (C33H32CrN4O2S2Se2)?
Answer: +2


Question: net charge of number 2 (C33H32FeN6O5P2)?
Answer: -1